A molecular structure, C27H32MnN2O5, computed with ωB97M-V/def2-TZVPD.

Element x y z (Å)
O -0.23 0.96 -6.41
H 3.62 -3.15 -0.24
C 1.41 0.90 4.79
C -2.09 1.92 -1.23
C 0.87 -2.16 -1.11
N 0.64 1.85 2.71
Mn 0.07 0.57 0.19
H -1.82 -3.02 -2.34
H 2.28 -3.08 -2.45
C 0.85 0.06 -6.61
H 1.05 2.03 7.96
C -1.51 1.78 -2.55
C 2.16 -2.23 2.45
H -0.05 -1.39 3.56
H -0.96 -1.63 -3.00
C 1.20 -2.09 1.29
O 0.56 0.85 -1.74
H 3.72 -1.59 0.59
H -3.74 2.88 -0.24
H 0.85 -0.18 -7.67
H 3.48 -1.65 -1.15
C -0.51 -2.05 -0.93
H 2.72 -1.30 2.59
H 2.88 -3.02 2.25
H -3.16 2.72 -3.56
H 0.74 -2.70 -3.20
H -3.02 -2.56 -0.22
C -0.76 -1.85 2.88
C 0.19 0.88 -4.04
H 0.71 -0.85 -6.02
C 0.74 1.92 4.12
H 1.81 0.51 -6.35
N 0.16 2.85 2.08
H -2.22 3.78 -0.32
C -2.91 3.14 -0.89
H -2.35 2.26 -5.83
C -2.54 -1.97 0.56
C 0.18 2.98 4.83
C -2.21 2.21 -3.69
H 1.83 0.09 4.22
H 2.04 0.15 6.70
C -0.18 -1.97 1.48
H -3.25 3.68 -1.77
C 0.30 3.01 6.21
C 3.22 -2.13 -0.21
C -1.04 -1.96 0.37
O 0.09 2.68 0.83
H 1.15 0.42 -4.17
H -2.81 -2.42 1.52
C -1.78 1.94 -4.96
H -2.95 -0.96 0.53
C 0.96 2.00 6.89
H -0.34 3.75 4.29
C 1.47 -2.35 -2.48
C 1.52 0.94 6.18
H -1.02 -2.83 3.27
C -0.24 1.13 -2.72
H -0.14 3.83 6.76
H 1.65 -2.47 3.38
C -0.58 1.24 -5.13
C -1.45 -2.02 -2.11
H -2.30 -1.37 -1.91
H 1.89 -1.41 -2.85
H -1.65 -1.23 2.88
O 1.02 0.74 2.10
C 1.72 -2.13 -0.01
O -1.92 1.07 -0.33

Results
energy above the lowest of the compared OMol25 structures with the same formula, charge and spin: 3.4 kcal/mol
electronic energy: -73055.83884 eV
<S²>: 8.7548
net charge: 0
spin multiplicity: 6
largest force on an atom: 0.49 eV/Å
gap between HOMO and LUMO (alpha / beta): 8.29 / 8.24 eV

Atom charges from the Löwdin analysis, given in e for atoms 1 to 2: atom 1 (O): -0.068, atom 2 (H): 0.097